Computed, not measured: 2 unconnected molecules or ions with the total composition C15H19F3N5O4 in a non-equilibrium geometry, with the ωB97M-V functional and the def2-TZVPD basis.

XYZ file:
```
46
Properties=species:S:1:pos:R:3:mulliken_charge:R:1
N 2.674 -2.497 3.869 -0.45
C 2.661 -2.596 2.479 0.42
O 1.685 -3.015 1.884 -0.51
C 3.911 -2.193 1.718 -0.65
C 3.624 -0.981 0.839 -0.64
N 2.925 0.120 1.530 0.10
C 3.095 0.655 2.763 -0.26
N 2.247 1.620 2.969 -0.92
N 1.536 1.694 1.837 0.76
C 0.458 2.666 1.753 -0.80
C -0.800 2.072 2.378 -0.44
O -0.808 0.709 2.033 -0.17
C -2.075 0.092 2.092 -0.81
C -2.002 -1.147 1.209 0.96
F -1.434 -2.152 1.857 -0.26
F -1.231 -0.898 0.121 -0.20
F -3.196 -1.511 0.772 -0.28
C 1.929 0.802 0.954 -0.03
H 3.483 -2.033 4.252 0.26
H 1.820 -2.102 4.237 0.27
H 4.723 -1.978 2.404 0.37
H 4.139 -3.019 1.062 0.38
H 4.520 -0.630 0.350 0.35
H 2.942 -1.330 0.079 0.36
H 3.843 0.297 3.432 0.57
H 0.294 2.957 0.726 0.38
H 0.746 3.543 2.308 0.33
H -0.728 2.187 3.458 0.32
H -1.676 2.605 2.027 0.42
H -2.881 0.742 1.776 0.43
H -2.240 -0.269 3.102 0.23
H 1.508 0.668 -0.017 0.52
C -3.957 -0.125 -3.269 -0.54
C -2.640 -0.405 -2.927 -0.23
C -1.613 -0.063 -3.789 -0.55
C -1.919 0.562 -4.982 0.16
C -3.223 0.842 -5.344 -0.46
C -4.247 0.492 -4.478 -0.36
N -0.822 0.948 -5.882 1.02
O 0.310 0.677 -5.533 -0.62
O -1.110 1.521 -6.907 -0.59
H -4.759 -0.390 -2.592 0.40
H -2.412 -0.888 -1.989 0.40
H -0.588 -0.280 -3.530 0.48
H -3.443 1.325 -6.284 0.46
H -5.272 0.706 -4.746 0.39
```

Computed properties:
Net charge   +1
Gap between HOMO and LUMO   8.73 eV
Max |F|   1.4 eV Å⁻¹
Lowest unoccupied orbital energy   -3.20 eV
HOMO level   -11.9 eV
2S+1   1
Total energy   -39647.2492 eV

***

Computed, not measured: C2H2FN3O in the gas phase in a non-equilibrium geometry, with the ωB97M-V functional and the def2-TZVPD basis.

XYZ file:
```
9
Properties=species:S:1:pos:R:3:mulliken_charge:R:1
C 0.035 -1.587 -0.608 -0.17
C -0.161 -0.244 0.013 0.56
H 0.214 -2.328 0.203 0.19
H -0.847 -1.846 -1.196 0.26
N 0.721 0.342 0.883 -0.22
N 0.256 1.452 1.192 -0.10
N -1.177 0.533 -0.205 -0.27
O -0.931 1.616 0.531 0.00
F 1.137 -1.562 -1.418 -0.26
```

Computed properties:
Energy above the lowest of the compared OMol25 structures with the same formula, charge and spin   42.21 kcal per mole
Net charge   0
Gap between HOMO and LUMO   12.18 eV
Structure (SMILES)   FCc1nnon1
Max |F|   1.0 eV Å⁻¹
Lowest unoccupied orbital energy   0.11 eV
HOMO level   -12.1 eV
2S+1   1
Total energy   -11338.7077 eV

***

Computed, not measured: 2 unconnected molecules or ions with the total composition C3H6O2 in a non-equilibrium geometry, with the ωB97M-V functional and the def2-TZVPD basis.

XYZ file:
```
11
Properties=species:S:1:pos:R:3:mulliken_charge:R:1
C 0.034 0.536 1.162 -1.01
C -0.124 0.436 -0.327 0.47
O -0.855 1.144 -0.984 -0.55
C 0.896 -0.519 -1.000 0.07
O 1.273 -0.318 -2.123 -0.40
H -0.864 0.920 1.647 0.30
H 0.382 -0.375 1.662 0.35
H 0.823 1.291 1.241 0.33
H -1.307 -1.177 -0.255 0.10
H -1.563 -0.586 -0.646 0.01
H 1.303 -1.354 -0.379 0.31
```

Computed properties:
Energy above the lowest of the compared OMol25 structures with the same formula, charge and spin   73.29 kcal per mole
Net charge   0
Gap between HOMO and LUMO   9.38 eV
Structure (SMILES)   CC(=O)C=O.[H][H]
Max |F|   1.7 eV Å⁻¹
Lowest unoccupied orbital energy   -0.40 eV
HOMO level   -9.8 eV
2S+1   1
Total energy   -7300.4999 eV

***

Computed, not measured: C6H11N in the gas phase in a non-equilibrium geometry, with the ωB97M-V functional and the def2-TZVPD basis.

XYZ file:
```
18
Properties=species:S:1:pos:R:3:mulliken_charge:R:1
C -0.220 2.603 0.110 -0.87
N 0.879 1.586 -0.376 -0.38
C 0.727 0.253 -0.078 0.88
C -0.448 -0.330 0.271 -0.46
C -0.830 -1.746 0.040 -0.14
C -1.881 -2.238 0.667 -0.83
C 1.879 -0.646 -0.496 -1.37
H -1.062 2.036 0.502 0.23
H 0.076 3.100 1.030 0.29
H -0.689 3.130 -0.704 0.39
H 1.199 1.877 -1.269 0.26
H -1.032 0.157 1.028 0.24
H -0.314 -2.337 -0.811 0.20
H -2.316 -3.171 0.318 0.26
H -2.363 -1.759 1.567 0.22
H 2.762 -0.193 -0.147 0.46
H 1.975 -0.686 -1.616 0.27
H 1.658 -1.635 -0.037 0.34
```

Computed properties:
Energy above the lowest of the compared OMol25 structures with the same formula, charge and spin   62.72 kcal per mole
Net charge   0
Gap between HOMO and LUMO   8.30 eV
Structure (SMILES)   C=C/C=C(\C)NC
Max |F|   4.5 eV Å⁻¹
Lowest unoccupied orbital energy   1.00 eV
HOMO level   -7.3 eV
2S+1   1
Total energy   -7887.8117 eV

***

Computed, not measured: 2 unconnected molecules or ions with the total composition C2HBrFO2 in a non-equilibrium geometry, with the ωB97M-V functional and the def2-TZVPD basis.

XYZ file:
```
7
Properties=species:S:1:pos:R:3:mulliken_charge:R:1
C -2.363 2.012 0.585 0.64
C 0.321 0.552 -0.712 -0.28
O -2.424 2.839 -0.210 -0.34
O -2.414 1.148 1.371 -0.35
F 0.424 0.916 -2.055 -0.24
Br 2.075 1.189 0.169 -0.44
H 0.750 -0.446 -0.732 0.02
```

Computed properties:
Energy above the lowest of the compared OMol25 structures with the same formula, charge and spin   30.76 kcal per mole
Net charge   -1
Gap between HOMO and LUMO   6.19 eV
Max |F|   2.3 eV Å⁻¹
Lowest unoccupied orbital energy   3.50 eV
HOMO level   -2.7 eV
2S+1   1
Total energy   -78945.2836 eV

***

Computed, not measured: a molecular structure, C3H6O2Si in a non-equilibrium geometry, with the ωB97M-V functional and the def2-TZVPD basis.

XYZ file:
```
12
Properties=species:S:1:pos:R:3:mulliken_charge:R:1
C 1.708 -0.848 -0.013 -0.12
C 2.145 0.358 0.387 -0.04
C -2.087 -0.035 0.286 -1.13
O 0.608 -1.043 -0.533 -0.32
O 0.506 1.398 0.218 -0.44
Si -0.414 0.366 -0.600 0.45
H 2.394 -1.662 0.015 0.33
H 2.941 1.036 0.661 0.36
H -2.409 -1.064 0.042 0.31
H -2.117 0.151 1.293 0.38
H -2.926 0.627 0.175 0.37
H -0.350 0.715 -1.931 -0.15
```

Computed properties:
Energy above the lowest of the compared OMol25 structures with the same formula, charge and spin   50.99 kcal per mole
Net charge   0
Gap between HOMO and LUMO   9.66 eV
Max |F|   6.2 eV Å⁻¹
Lowest unoccupied orbital energy   0.57 eV
HOMO level   -9.1 eV
2S+1   1
Total energy   -15179.2564 eV

***

Computed, not measured: a molecular structure, C37H44BCl3IrN7OS8 in a non-equilibrium geometry, with the ωB97M-V functional and the def2-TZVPD basis.

XYZ file:
```
102
Properties=species:S:1:pos:R:3:lowdin_spin:R:1
Ir -0.573 0.124 -0.286 2.59
C -2.541 2.976 4.990 0.00
C -2.562 2.145 3.698 0.00
C -2.512 3.102 2.513 0.00
C -3.824 1.284 3.581 0.00
N -1.419 1.228 3.749 0.02
C -1.351 0.282 4.742 0.01
C -0.204 -0.405 4.581 0.01
N 0.449 0.098 3.493 0.01
B 1.837 -0.452 3.121 0.00
N 1.753 -1.805 2.396 0.01
C 2.824 -2.649 2.392 0.00
C 2.495 -3.752 1.690 0.00
N 1.201 -3.598 1.250 0.01
C 0.765 -2.386 1.684 0.02
S -0.779 -1.710 1.498 0.10
C 0.565 -4.637 0.430 0.00
C 1.401 -4.795 -0.843 0.00
C 0.556 -5.933 1.253 0.00
C -0.869 -4.304 0.035 0.00
N 2.644 0.573 2.312 0.02
C 3.237 1.624 2.948 0.01
C 3.851 2.388 2.026 0.01
N 3.653 1.807 0.795 0.02
C 2.879 0.699 0.986 0.02
S 2.321 -0.389 -0.173 0.13
C 4.109 2.475 -0.428 0.00
C 5.529 3.013 -0.173 0.00
C 3.137 3.625 -0.711 0.00
C 4.165 1.524 -1.618 0.00
C -0.318 1.077 2.965 0.02
S 0.108 1.967 1.586 0.12
H -3.371 3.679 4.979 0.00
H -1.610 3.538 5.050 0.00
H -2.625 2.355 5.878 0.00
H -3.401 3.730 2.532 0.00
H -2.506 2.549 1.582 0.00
H -1.631 3.738 2.547 0.00
H -4.676 1.895 3.296 0.00
H -4.060 0.772 4.511 0.00
H -3.665 0.539 2.807 0.00
H -2.116 0.155 5.478 0.00
H 0.207 -1.214 5.148 0.00
H 2.425 -0.636 4.150 0.00
H 3.732 -2.394 2.896 0.00
H 3.082 -4.619 1.475 0.00
H 2.417 -5.113 -0.625 0.00
H 1.447 -3.844 -1.369 0.00
H 0.944 -5.527 -1.501 0.00
H 1.563 -6.287 1.461 0.00
H 0.026 -6.709 0.708 0.00
H 0.043 -5.766 2.198 0.00
H -0.913 -3.384 -0.542 0.00
H -1.511 -4.197 0.906 0.00
H -1.257 -5.109 -0.586 0.00
H 3.166 1.742 4.009 0.00
H 4.400 3.296 2.151 0.00
H 5.527 3.967 0.347 0.00
H 6.040 3.162 -1.119 0.00
H 6.107 2.293 0.407 0.00
H 3.037 4.263 0.164 0.00
H 2.156 3.224 -0.948 0.00
H 3.488 4.227 -1.546 0.00
H 4.708 0.620 -1.359 0.00
H 4.663 2.009 -2.454 0.00
H 3.170 1.245 -1.941 0.00
Cl -7.648 2.639 -1.344 0.00
C -6.171 1.894 -0.850 0.01
C -4.967 2.491 -1.184 0.00
C -3.799 1.915 -0.743 0.01
Cl -2.270 2.611 -1.169 0.02
C -3.755 0.746 0.068 0.01
O -2.682 0.304 0.588 0.10
C -5.025 0.158 0.304 0.01
Cl -5.066 -1.311 1.206 0.00
C -6.208 0.714 -0.125 0.00
H -4.938 3.397 -1.767 0.00
H -7.142 0.233 0.109 0.00
N 0.104 0.663 -2.015 0.87
C 0.882 0.508 -3.044 0.10
C 1.479 -0.747 -3.375 0.14
C 2.297 -0.887 -4.465 -0.01
C 2.597 0.208 -5.269 0.15
C 2.045 1.450 -4.966 -0.01
C 1.204 1.609 -3.894 0.14
H 1.280 -1.577 -2.714 0.00
H 2.711 -1.859 -4.698 0.00
H 3.257 0.092 -6.117 0.01
H 2.282 2.305 -5.588 0.00
H 0.783 2.573 -3.650 0.01
C -2.676 1.185 -4.354 0.01
S -3.424 -0.322 -5.038 0.01
C -2.225 -1.545 -4.660 0.06
C -1.832 -1.930 -3.414 0.01
S -2.404 -1.327 -1.940 0.18
S -0.666 -3.276 -3.412 0.00
C -0.608 -3.550 -5.125 0.00
S 0.278 -4.745 -5.816 0.00
S -1.573 -2.423 -6.026 0.02
H -3.476 1.916 -4.326 0.00
H -1.872 1.512 -5.005 0.00
H -2.309 0.978 -3.356 0.00
```

Computed properties:
Energy above the lowest of the compared OMol25 structures with the same formula, charge and spin   16.98 kcal per mole
Net charge   -1
Gap between HOMO and LUMO (alpha / beta)   6.08 / 5.64 eV
Max |F|   1.5 eV Å⁻¹
Lowest unoccupied orbital energy (alpha / beta)   2.14 / 1.18 eV
HOMO level (alpha / beta)   -3.9 / -4.5 eV
2S+1   6
Total energy   -179329.9841 eV

***

Computed, not measured: a gas-phase ion, C17H34ClFIN2O3P2 (charge +1) in a non-equilibrium geometry, with the ωB97M-V functional and the def2-TZVPD basis.

XYZ file:
```
61
Properties=species:S:1:pos:R:3:mulliken_charge:R:1
C -1.188 -0.891 3.422 -0.90
C -1.785 -0.348 2.361 -0.34
N -1.250 -0.335 0.974 -0.04
C -1.599 -1.541 0.113 1.08
C -1.516 -2.867 0.846 -2.67
C -3.111 -1.284 -0.242 -0.55
C -3.956 -2.504 -0.535 -0.71
F -3.393 -3.270 -1.529 -0.27
C -0.830 -1.499 -1.244 -1.35
P 0.383 -2.907 -1.497 0.59
O -0.356 -4.084 -2.009 -0.75
N -0.310 -0.182 -1.571 1.35
C -1.086 0.606 -2.507 -0.91
I -1.384 -0.459 -4.396 0.12
C -0.505 1.985 -2.832 -0.19
C -1.046 3.109 -1.936 -1.42
C 0.543 0.492 -0.606 -2.49
P 2.350 0.048 -1.131 0.22
C 3.401 1.548 -0.874 -1.23
C 2.337 -0.103 -2.975 -1.01
C 0.190 0.160 0.909 1.76
Cl 1.275 -1.083 1.569 -0.17
O 0.095 1.288 1.677 -0.46
C 1.228 2.099 1.978 -0.17
C 1.990 1.737 3.282 0.21
C 3.426 1.278 3.074 -1.41
O 1.223 0.824 4.054 -0.46
H -0.600 -1.794 3.334 0.26
H -1.246 -0.406 4.388 0.30
H -2.772 0.087 2.455 0.46
H -1.747 0.437 0.521 0.60
H -2.309 -2.923 1.592 0.47
H -1.644 -3.708 0.167 0.66
H -0.586 -3.009 1.391 0.44
H -3.147 -0.666 -1.142 0.03
H -3.623 -0.718 0.540 0.37
H -4.930 -2.158 -0.888 0.47
H -4.157 -3.119 0.341 0.34
H -1.594 -1.792 -1.960 1.11
H 0.999 -3.230 -0.278 0.01
H 1.334 -2.483 -2.436 -0.08
H -2.110 0.762 -2.159 0.49
H 0.579 1.928 -2.715 0.06
H -0.657 2.260 -3.869 0.68
H -1.966 3.524 -2.338 0.38
H -0.321 3.925 -1.947 0.42
H -1.152 2.817 -0.891 0.26
H 0.507 1.577 -0.620 1.27
H 2.850 2.472 -0.697 0.37
H 4.113 1.351 -0.080 0.29
H 3.980 1.725 -1.779 0.52
H 1.366 0.068 -3.428 0.16
H 3.017 0.633 -3.406 0.46
H 2.734 -1.075 -3.251 0.44
H 0.806 3.086 2.159 0.40
H 1.894 2.227 1.129 -0.35
H 2.055 2.651 3.877 0.37
H 3.941 1.369 4.032 0.48
H 3.934 1.961 2.397 0.35
H 3.510 0.236 2.770 0.33
H 1.816 0.167 4.422 0.33
```

Computed properties:
Net charge   +1
Gap between HOMO and LUMO   8.29 eV
Structure (SMILES)   C=C[N@@H+]1[C@@](C)(CCF)[C@H]([PH2]=O)N([C@H](I)CC)[C@H](P(C)C)[C@@]1(Cl)OC[C@H](C)O
Max |F|   1.8 eV Å⁻¹
Lowest unoccupied orbital energy   -2.83 eV
HOMO level   -11.1 eV
2S+1   1
Total energy   -69211.3628 eV